[1]
{"formula": "C19H18N2O2S", "method": "wB97M-V/def2-TZVPD", "elements": ["O", "S", "O", "C", "C", "C", "C", "C", "C", "C", "C", "C", "C", "C", "C", "C", "C", "C", "C", "N", "N", "C", "C", "C", "H", "H", "H", "H", "H", "H", "H", "H", "H", "H", "H", "H", "H", "H", "H", "H", "H", "H"], "coordinates": [[-0.4690, 2.7251, -0.1483], [4.2511, -1.9293, -0.9362], [-1.2056, -4.0758, 1.0490], [-0.1590, 1.8195, 0.6129], [3.0241, -0.9330, -0.4966], [2.0374, 0.6170, 1.2107], [0.9563, 0.8764, 0.2544], [-3.1038, 1.0262, 3.5666], [-2.0738, 0.0946, 3.3428], [-3.1351, 2.3200, 2.8968], [-2.2190, -2.0596, -1.7337], [-2.0832, -3.1354, -0.8652], [-1.0762, 0.4074, 2.4134], [-2.1904, 2.5758, 1.9297], [-1.2441, -1.0378, -1.8878], [-0.0130, -2.0749, -0.0177], [-1.0217, -3.1611, 0.0455], [-1.0617, 1.6153, 1.7298], [-0.1174, -1.0333, -0.9598], [2.9774, -0.4300, 0.8303], [2.1204, -0.6477, -1.4334], [2.3708, 1.4268, 2.4127], [3.7611, -1.1427, 1.8311], [0.8844, 0.0358, -1.0128], [-0.3178, -4.1152, 1.5215], [-3.9281, 0.7066, 4.1585], [-2.0639, -0.9495, 3.7349], [-3.8997, 3.0208, 3.3349], [-3.0774, -2.0026, -2.3568], [-2.7557, -3.9487, -0.9502], [-0.2402, -0.3048, 2.3912], [-2.2436, 3.5540, 1.3705], [-1.4881, -0.1796, -2.5628], [0.7728, -2.0795, 0.7010], [2.1143, -1.3026, -2.2527], [2.2380, 0.7694, 3.2734], [3.3716, 1.7413, 2.2018], [1.5449, 2.2283, 2.5560], [3.1846, -1.6139, 2.5615], [4.4044, -1.9157, 1.4786], [4.4297, -0.3917, 2.3037], [0.5528, 0.7699, -1.7648]], "charge": 0, "smiles": "CC1=C(C(=O)c2ccccc2)[C@H](c2cccc(O)c2)NC(=S)N1C", "multiplicity": 1, "de_lowest_kcal_mol": 85.45, "energy_ha": -1392.907955, "orbital_gap_ev": 7.8}

---

[2]
{"formula": "C19H18N2O3", "method": "wB97M-V/def2-TZVPD", "elements": ["C", "C", "C", "C", "N", "C", "C", "C", "O", "O", "C", "C", "C", "C", "C", "C", "H", "H", "H", "H", "N", "C", "O", "C", "H", "C", "H", "H", "C", "C", "H", "C", "H", "H", "H", "H", "H", "H", "H", "H", "H", "H"], "coordinates": [[-1.6203, 1.9279, 3.2932], [-0.7568, 1.3367, 2.2341], [-1.2749, 0.4092, 1.3516], [-0.4536, -0.1440, 0.3563], [0.8124, 0.1852, 0.2185], [1.3356, 1.0744, 1.0530], [0.6039, 1.6894, 2.0853], [1.2555, 2.6630, 2.9650], [0.7253, 3.2479, 3.8790], [2.5707, 2.9362, 2.7373], [3.2916, 2.3522, 1.7451], [4.6294, 2.7162, 1.6139], [5.3922, 2.1431, 0.6173], [4.8383, 1.2086, -0.2534], [3.5161, 0.8447, -0.1288], [2.7295, 1.4156, 0.8743], [3.0503, 0.1245, -0.7830], [5.4490, 0.7697, -1.0273], [6.4294, 2.4250, 0.5148], [5.0414, 3.4414, 2.2973], [-0.9936, -1.0684, -0.5164], [-0.3512, -1.7152, -1.5494], [0.8099, -1.5607, -1.8252], [-1.2587, -2.6340, -2.3593], [-0.5879, -3.3319, -2.8648], [-2.3443, -3.3727, -1.5611], [-2.0704, -3.4806, -0.5109], [-2.4569, -4.3796, -1.9627], [-3.6567, -2.5836, -1.7516], [-3.3195, -1.3895, -2.6566], [-3.1366, -0.4870, -2.0711], [-2.0475, -1.8080, -3.3899], [-2.3006, -2.4448, -4.2384], [-1.4749, -0.9580, -3.7582], [-4.1292, -1.1678, -3.3504], [-4.4008, -3.2162, -2.2347], [-4.0839, -2.2601, -0.8012], [-1.9697, -1.2804, -0.3739], [-2.3103, 0.1088, 1.4265], [-2.6295, 1.5265, 3.2377], [-1.2005, 1.7254, 4.2766], [-1.6521, 3.0109, 3.1912]], "charge": 0, "smiles": "Cc1cc(NC(=O)C2CCCC2)nc2c1c(=O)oc1ccccc12", "multiplicity": 1, "de_lowest_kcal_mol": 9.08, "energy_ha": -1070.125003, "orbital_gap_ev": 8.8}